[1]
{
  "formula": "C13H20N4O8P",
  "method": "ωB97M-V/def2-TZVPD",
  "lumo_energy_ha": 0.0303,
  "de_lowest_ev": 0.0000,
  "gap_ha": 0.1592,
  "homo_ev": -3.508,
  "total_charge": -1,
  "elements": ["C", "C", "O", "P", "C", "C", "O", "O", "C", "C", "O", "O", "C", "C", "H", "H", "H", "H", "H", "H", "H", "H", "H", "H", "H", "H", "H", "H", "H", "H", "C", "O", "C", "N", "C", "N", "O", "N", "O", "C", "C", "N", "H", "H", "H", "H"],
  "xyz": [[2.847, 2.728, 2.440], [1.440, 2.178, 2.513], [1.481, 0.831, 3.052], [0.529, -0.324, 2.464], [-0.779, -0.346, 3.599], [-2.166, -0.056, 3.513], [-3.044, -0.562, 4.196], [-2.444, 0.871, 2.512], [-3.510, 0.385, 1.679], [-3.186, -0.929, 0.985], [0.297, -0.305, 0.999], [1.382, -1.582, 3.040], [1.163, -2.887, 2.480], [2.311, -3.827, 2.813], [2.812, 3.691, 1.924], [3.264, 2.874, 3.444], [3.498, 2.046, 1.883], [0.821, 2.794, 3.178], [0.975, 2.142, 1.517], [-0.464, -0.669, 4.585], [-4.415, 0.244, 2.294], [-3.674, 1.174, 0.934], [-3.872, -1.067, 0.141], [-2.147, -0.950, 0.614], [-3.334, -1.781, 1.670], [0.213, -3.314, 2.843], [1.124, -2.742, 1.391], [2.078, -4.798, 2.369], [3.244, -3.464, 2.364], [2.457, -3.974, 3.891], [0.627, 4.796, -1.948], [-0.792, 4.628, -2.195], [-1.251, 3.394, -1.989], [-2.498, 3.208, -2.430], [-2.921, 1.965, -2.417], [-4.112, 1.464, -2.916], [-3.971, 0.117, -2.871], [-2.618, -0.259, -2.313], [-2.359, -1.442, -2.274], [-2.037, 0.927, -1.949], [-0.782, 1.213, -1.402], [-0.440, 2.511, -1.404], [0.789, 5.874, -1.946], [0.903, 4.343, -0.994], [1.206, 4.326, -2.746], [-0.175, 0.420, -0.958]]
}

=====

[2]
{
  "formula": "C35H91Cl2N5O13",
  "method": "ωB97M-V/def2-TZVPD",
  "lumo_energy_ha": 0.0141,
  "gap_ha": 0.3220,
  "smiles": "COCCNCCOC.COCCNCCOC.COCCNCCOC.COCCNCCOC.COCCNCCOC.ClCCCl.CO.CO.CO",
  "homo_ev": -8.378,
  "elements": ["C", "O", "C", "C", "N", "C", "C", "O", "C", "H", "H", "H", "H", "H", "H", "H", "H", "H", "H", "H", "H", "H", "H", "H", "C", "O", "C", "C", "N", "C", "C", "O", "C", "H", "H", "H", "H", "H", "H", "H", "H", "H", "H", "H", "H", "H", "H", "H", "C", "O", "C", "C", "N", "C", "C", "O", "C", "H", "H", "H", "H", "H", "H", "H", "H", "H", "H", "H", "H", "H", "H", "H", "C", "O", "C", "C", "N", "C", "C", "O", "C", "H", "H", "H", "H", "H", "H", "H", "H", "H", "H", "H", "H", "H", "H", "H", "C", "O", "C", "C", "N", "C", "C", "O", "C", "H", "H", "H", "H", "H", "H", "H", "H", "H", "H", "H", "H", "H", "H", "H", "Cl", "C", "C", "Cl", "H", "H", "H", "H", "C", "O", "H", "H", "H", "H", "C", "O", "H", "H", "H", "H", "C", "O", "H", "H", "H", "H"],
  "xyz": [[-1.938, 7.283, -7.930], [-0.474, 7.078, -7.704], [0.021, 6.144, -8.684], [1.535, 6.144, -8.382], [1.709, 5.363, -7.138], [2.827, 5.946, -6.401], [3.034, 5.142, -5.089], [4.114, 5.677, -4.265], [3.863, 6.891, -3.642], [-2.257, 7.759, -8.857], [-2.367, 7.758, -7.048], [-2.370, 6.283, -7.896], [-0.217, 6.630, -9.630], [-0.462, 5.187, -8.486], [1.935, 7.156, -8.335], [2.080, 5.646, -9.184], [0.898, 5.273, -6.543], [2.436, 6.931, -6.143], [3.783, 6.112, -6.897], [3.230, 4.076, -5.203], [2.100, 5.177, -4.529], [3.322, 7.667, -4.183], [4.788, 7.363, -3.311], [3.222, 6.646, -2.795], [-15.111, 1.701, -0.563], [-14.119, 0.910, 0.114], [-14.634, 0.311, 1.289], [-14.401, 1.027, 2.662], [-13.020, 1.383, 2.766], [-12.100, 0.336, 3.082], [-10.751, 0.883, 3.529], [-9.794, -0.108, 3.549], [-8.496, 0.299, 4.024], [-14.831, 1.675, -1.616], [-15.009, 2.733, -0.229], [-16.143, 1.353, -0.513], [-14.173, -0.663, 1.454], [-15.668, 0.007, 1.127], [-14.679, 0.605, 3.628], [-15.003, 1.923, 2.512], [-12.681, 1.760, 1.892], [-11.947, -0.282, 2.198], [-12.594, -0.290, 3.825], [-10.826, 1.313, 4.528], [-10.581, 1.670, 2.793], [-8.495, 0.375, 5.111], [-8.179, 1.295, 3.713], [-7.696, -0.366, 3.696], [0.232, 1.617, -0.480], [0.217, 2.440, 0.603], [0.221, 1.771, 1.809], [0.266, 2.688, 3.063], [1.536, 3.524, 3.078], [2.695, 2.780, 3.496], [4.002, 3.373, 2.862], [4.273, 4.580, 3.530], [5.563, 5.019, 3.275], [-0.708, 1.159, -0.790], [0.985, 0.830, -0.450], [0.637, 2.226, -1.287], [1.076, 1.096, 1.857], [-0.735, 1.315, 2.065], [0.183, 2.122, 3.990], [-0.645, 3.285, 3.087], [1.716, 3.853, 2.140], [2.819, 1.779, 3.083], [2.794, 2.866, 4.578], [3.730, 3.372, 1.807], [4.733, 2.579, 3.015], [6.136, 4.533, 2.485], [5.973, 4.670, 4.222], [5.615, 6.105, 3.192], [-2.878, -10.408, 1.526], [-1.753, -9.596, 1.992], [-2.137, -8.664, 3.053], [-0.794, -8.404, 3.739], [-0.825, -7.066, 4.329], [0.376, -6.701, 5.012], [1.569, -6.486, 3.984], [1.217, -5.355, 3.233], [2.181, -5.030, 2.240], [-3.768, -9.864, 1.212], [-3.259, -10.888, 2.427], [-2.479, -11.192, 0.881], [-2.760, -9.266, 3.714], [-2.649, -7.741, 2.782], [0.022, -8.451, 3.018], [-0.643, -9.157, 4.513], [-0.809, -6.366, 3.601], [0.573, -7.543, 5.676], [0.239, -5.732, 5.490], [2.021, -7.348, 3.494], [2.504, -6.210, 4.473], [1.869, -4.301, 1.492], [2.367, -5.876, 1.578], [3.104, -4.579, 2.603], [9.760, -7.281, 1.178], [9.625, -6.287, 0.159], [10.863, -5.482, 0.049], [10.677, -4.119, -0.763], [9.572, -3.331, -0.135], [9.086, -2.091, -0.779], [8.259, -2.453, -2.079], [7.247, -3.508, -1.897], [6.957, -4.321, -3.013], [8.710, -7.571, 1.229], [9.942, -6.957, 2.202], [10.363, -8.087, 0.760], [11.741, -6.048, -0.264], [11.077, -5.113, 1.052], [10.481, -4.326, -1.816], [11.617, -3.567, -0.766], [8.863, -4.036, -0.278], [9.814, -1.301, -0.968], [8.315, -1.698, -0.117], [8.905, -2.919, -2.823], [7.946, -1.608, -2.693], [7.840, -4.671, -3.548], [6.354, -3.758, -3.726], [6.276, -5.095, -2.659], [-4.119, -4.960, -4.028], [-5.302, -5.814, -5.034], [-5.407, -5.200, -6.417], [-6.820, -6.018, -7.131], [-6.290, -5.715, -4.586], [-5.043, -6.872, -5.018], [-4.584, -5.457, -7.084], [-5.457, -4.111, -6.396], [2.293, 9.667, 2.995], [1.308, 9.138, 2.073], [1.872, 10.359, 3.724], [2.820, 8.871, 3.520], [3.095, 10.071, 2.377], [0.768, 8.454, 2.477], [-5.190, 7.102, -0.952], [-6.391, 6.640, -0.495], [-4.664, 7.607, -0.142], [-4.640, 6.263, -1.379], [-5.408, 7.859, -1.705], [-6.945, 6.466, -1.259], [10.587, -0.891, 5.106], [10.490, -2.364, 4.923], [11.497, -0.383, 4.788], [9.700, -0.494, 4.613], [10.564, -0.608, 6.159], [10.489, -2.523, 3.977]]
}

=====

[3]
{
  "formula": "C4H2Cl3FO2",
  "method": "ωB97M-V/def2-TZVPD",
  "lumo_energy_ha": [-0.0483, -0.0483],
  "gap_ha": [0.3125, 0.3125],
  "homo_ev": [-9.816, -9.817],
  "elements": ["C", "C", "C", "C", "O", "O", "F", "Cl", "Cl", "Cl", "H", "H"],
  "xyz": [[1.183, 1.094, -0.147], [3.036, -0.193, 1.554], [-0.160, 0.406, 0.001], [2.279, 0.185, -0.557], [1.383, 2.258, 0.071], [2.472, -0.890, 2.299], [4.145, 0.470, 1.681], [-1.402, 1.576, 0.501], [1.920, -1.408, -1.109], [3.642, 0.926, -1.315], [-0.468, -0.026, -0.950], [-0.101, -0.379, 0.757]]
}

=====

[4]
{
  "formula": "C6H8N",
  "method": "ωB97M-V/def2-TZVPD",
  "lumo_energy_ha": [-0.1613, -0.1828],
  "de_lowest_ev": 7.6730,
  "gap_ha": [0.2796, 0.2577],
  "homo_ev": [-11.996, -11.987],
  "total_charge": 1,
  "elements": ["C", "C", "C", "C", "C", "C", "N", "H", "H", "H", "H", "H", "H", "H", "H"],
  "xyz": [[3.567, 0.459, 0.094], [-0.918, -1.372, 0.097], [0.244, -0.593, 0.470], [-1.858, -0.487, -0.124], [2.545, -0.300, -0.198], [-2.799, 0.591, -0.125], [1.378, -0.807, -0.303], [3.904, 1.256, -0.620], [4.297, 0.225, 0.864], [-1.051, -2.395, -0.067], [0.307, 0.283, 0.969], [-2.679, 1.043, -1.027], [-2.428, 1.384, 0.660], [-3.663, -0.003, -0.087], [1.086, -1.607, -0.848]]
}

=====

[5]
{
  "formula": "CBr4S",
  "method": "ωB97M-V/def2-TZVPD",
  "lumo_energy_ha": [-0.0496, -0.0958],
  "de_lowest_ev": 2.1351,
  "gap_ha": [0.2946, 0.2269],
  "homo_ev": [-9.367, -8.781],
  "elements": ["C", "S", "Br", "Br", "Br", "Br"],
  "xyz": [[-0.436, 1.180, -0.174], [1.406, -2.974, 1.138], [0.641, -0.085, 0.711], [-0.156, 1.283, -2.037], [-2.233, 1.236, 0.363], [0.259, -3.792, -0.441]]
}

=====

[6]
{
  "formula": "C3H13N2",
  "method": "ωB97M-V/def2-TZVPD",
  "lumo_energy_ha": -0.1396,
  "de_lowest_ev": 2.0065,
  "gap_ha": 0.3133,
  "homo_ev": -12.323,
  "total_charge": 1,
  "elements": ["C", "N", "H", "H", "H", "H", "H", "C", "N", "C", "H", "H", "H", "H", "H", "H", "H", "H"],
  "xyz": [[2.876, 0.521, 0.333], [2.155, 1.268, 1.350], [2.210, -0.086, -0.304], [3.561, -0.131, 0.924], [3.532, 1.177, -0.269], [1.308, 1.759, 1.041], [1.831, 0.673, 2.174], [-2.488, -0.451, -1.368], [-1.746, -0.950, -0.208], [-0.552, -0.145, 0.170], [-3.484, -0.894, -1.329], [-2.647, 0.630, -1.285], [-1.958, -0.677, -2.308], [-1.475, -1.929, -0.314], [-2.345, -0.919, 0.599], [0.187, -0.273, -0.621], [-0.139, -0.492, 1.120], [-0.827, 0.920, 0.294]]
}

=====

Energy values, unit eV, following the record order: -45432.7540; -96869.2159; -48557.7170; -7828.0154; -292038.9878; -6294.6105.